# 1
Below is a molecular structure, C4H16FN8O4Sr2 in a non-equilibrium geometry, with properties calculated with wB97M-V/def2-TZVPD.

```
35
Properties=species:S:1:pos:R:3:forces:R:3
Sr -2.790 -1.905 -0.706 2.00 -1.00 2.12
Sr -3.239 1.713 -1.705 2.26 2.20 -0.14
F -1.241 0.247 -0.824 -1.99 -0.26 -0.75
C 0.430 -3.144 0.515 -0.43 0.47 -1.12
O -0.430 -2.476 -0.079 -1.83 2.38 -3.17
N 1.702 -3.198 0.262 2.14 0.81 -0.73
N -0.021 -3.844 1.453 -1.88 -2.89 4.47
H 2.285 -3.426 1.054 0.64 -0.31 -0.65
H 2.034 -2.864 -0.631 0.38 -0.32 0.45
H -1.008 -3.706 1.615 0.30 -0.41 0.64
H 0.516 -4.464 2.043 -0.16 -0.14 -0.05
C -0.101 3.764 -1.984 0.81 0.66 -1.20
O -1.172 3.188 -2.129 -4.35 -2.48 0.18
N 0.266 4.778 -2.681 0.11 1.48 -0.50
N 0.845 3.283 -1.221 0.47 -2.01 2.03
H -0.381 5.181 -3.344 0.63 0.70 0.05
H 1.182 5.050 -2.352 -0.21 1.56 -1.42
H 1.775 3.676 -1.246 0.03 -0.61 0.25
H 0.622 2.304 -1.116 1.11 0.09 0.80
C -2.109 -0.745 2.637 -0.39 0.75 -0.12
O -2.810 -1.387 1.843 -0.67 -1.31 -2.83
N -2.436 -0.515 3.847 -1.36 0.00 3.63
N -1.015 -0.082 2.323 1.51 -0.04 -2.16
H -1.820 0.106 4.350 -0.66 -0.36 0.74
H -3.241 -0.931 4.294 0.11 0.07 0.11
H -0.886 -0.075 1.321 0.76 0.73 0.32
H -0.632 0.544 3.017 0.48 0.13 -0.83
C 2.186 -0.181 -1.395 -0.80 1.56 -0.66
O 3.395 -0.358 -1.580 3.70 -1.00 -0.63
N 1.387 0.195 -2.308 -1.04 0.03 -4.99
N 1.654 -0.136 -0.270 0.17 -1.02 6.33
H 0.419 0.126 -2.029 -0.36 0.10 -0.70
H 1.721 -0.070 -3.223 -0.77 0.45 -0.79
H 0.647 -0.186 -0.213 -0.08 -0.21 0.41
H 2.266 -0.462 0.464 -0.62 0.18 0.89
```
Positions in Å, forces in eV/Å.

Values from the calculation:
HOMO-LUMO gap (spin up / spin down), eV: 6.55 / 5.25
Expectation value of S²: 0.753
Net charge: +4
2S+1: 2

---

# 2
Below is a molecular structure, C4H16N10NiO10 in a non-equilibrium geometry, with properties calculated with wB97M-V/def2-TZVPD.

```
41
Properties=species:S:1:pos:R:3:forces:R:3
Ni 0.326 -0.110 -0.266 -0.63 -0.85 -0.07
N -0.175 2.060 2.073 -2.20 -1.86 -0.34
O -1.113 2.643 1.447 1.16 0.41 0.81
O 0.038 2.192 3.266 0.13 1.15 -0.23
O 0.408 1.099 1.488 0.98 -0.19 -0.56
N 0.383 -2.793 -2.354 1.32 -0.12 2.33
O 1.258 -3.438 -1.758 0.31 -0.99 -0.42
O 0.211 -1.621 -1.923 -1.04 2.02 -0.59
O -0.299 -3.254 -3.241 -0.57 -0.04 -0.89
C 2.402 2.058 -1.332 0.07 -0.87 -0.40
O 1.706 1.087 -1.060 0.04 0.17 0.19
N 1.969 3.225 -1.820 -1.54 0.24 -0.17
N 3.734 2.026 -1.309 1.54 -0.01 0.30
H 0.969 3.289 -1.929 0.16 0.47 -0.07
H 2.598 4.004 -1.906 -0.46 0.11 0.04
H 4.253 1.294 -0.856 -0.14 -0.01 -0.29
H 4.180 2.726 -1.876 0.56 -0.34 0.32
C 2.166 -2.165 1.618 -0.29 -0.71 -0.53
O 1.599 -1.623 0.681 -0.08 0.44 0.15
N 3.002 -1.616 2.479 1.79 2.23 1.29
N 2.039 -3.468 1.944 -1.49 -2.62 -0.77
H 3.289 -0.653 2.412 -0.27 -0.10 -0.08
H 3.469 -2.190 3.158 -0.04 0.23 -0.04
H 2.611 -4.002 2.576 0.28 0.70 0.12
H 1.536 -4.103 1.342 -0.14 0.57 -0.40
C -2.284 -1.415 1.058 2.16 3.92 -1.88
O -1.180 -1.233 0.534 0.03 -1.53 -0.57
N -3.361 -0.723 0.701 -2.12 0.47 -0.89
N -2.400 -1.983 2.195 0.38 -3.45 4.67
H -3.472 -0.353 -0.227 0.26 0.23 0.29
H -3.908 -0.367 1.466 -0.40 0.04 -0.50
H -1.608 -2.477 2.579 0.15 0.34 -0.20
H -3.167 -1.922 2.843 -0.33 -0.03 -0.63
C -2.223 1.468 -1.586 1.44 -1.44 -0.57
O -1.153 0.915 -1.376 0.79 -0.33 -0.20
N -2.866 1.371 -2.762 -0.06 -0.44 -1.80
N -2.884 2.183 -0.718 -1.47 1.32 0.99
H -3.811 1.691 -2.886 0.15 -0.08 -0.03
H -2.390 0.955 -3.546 -0.10 -0.15 0.19
H -3.439 2.808 -1.281 -0.38 0.76 1.36
H -2.414 2.412 0.152 0.07 0.32 0.07
```
Positions in Å, forces in eV/Å.

Values from the calculation:
HOMO-LUMO gap (spin up / spin down), eV: 7.71 / 7.70
Expectation value of S²: 2.003
ΔE to the lowest compared entry with this formula, charge and spin, kcal per mole: 0.0
Net charge: 0
2S+1: 3

---

# 3
Below is 3 unconnected molecules or ions with the total composition C4H16N2O2 in a non-equilibrium geometry, with properties calculated with wB97M-V/def2-TZVPD.

```
24
Properties=species:S:1:pos:R:3:forces:R:3
C -1.689 -1.248 -2.061 1.13 -2.45 1.56
C -0.486 -0.384 -2.103 2.07 0.83 0.05
N -0.412 0.610 -1.004 -0.21 -0.14 -0.20
C 0.958 1.113 -0.738 -0.11 -0.21 0.80
C 1.271 0.836 0.751 1.45 0.95 -0.09
N 2.414 1.635 1.380 -0.51 -1.16 0.32
H -2.567 -0.846 -2.435 -1.66 1.46 -0.61
H -1.584 -2.173 -2.664 0.32 0.35 0.49
H -1.832 -1.504 -0.999 -0.28 -0.36 -0.41
H 0.535 -0.878 -1.955 -1.75 -0.28 -0.60
H -0.481 0.049 -3.105 0.49 0.48 -0.14
H -1.072 1.364 -1.131 0.04 0.08 -0.09
H 1.590 0.452 -1.356 0.37 1.26 -0.01
H 1.036 2.219 -0.852 0.23 -0.82 -0.70
H 1.440 -0.237 0.861 0.21 0.52 0.42
H 0.379 1.120 1.225 -1.36 -0.07 0.97
H 2.259 2.622 1.316 -0.33 0.75 -0.93
H 2.345 1.580 2.412 0.06 -0.82 -0.75
O 0.234 -2.122 1.114 -0.58 -0.40 0.42
H -0.321 -1.356 0.931 -0.18 0.15 0.23
H 0.925 -2.072 0.471 0.61 -0.15 -0.61
O -1.728 -0.109 2.122 0.40 0.25 -0.19
H -2.061 0.242 1.301 0.30 0.50 -0.82
H -2.523 -0.496 2.451 -0.72 -0.71 0.90
```
Positions in Å, forces in eV/Å.

Values from the calculation:
HOMO-LUMO gap, eV: 9.82
ΔE to the lowest compared entry with this formula, charge and spin, kcal per mole: 34.5
Net charge: 0

---

# 4
Below is 3 unconnected molecules or ions with the total composition C4H16N2O2 in a non-equilibrium geometry, with properties calculated with wB97M-V/def2-TZVPD.

```
24
Properties=species:S:1:pos:R:3:forces:R:3
C 2.196 1.015 1.859 -1.81 3.13 -1.79
N 1.918 0.236 0.675 2.17 -0.76 -1.05
C 0.555 -0.095 0.415 0.52 0.41 -1.62
C 0.187 -0.592 -1.065 0.81 -2.49 3.40
N -1.181 -0.990 -1.034 -1.74 1.71 -1.28
C -2.343 -0.253 -1.724 1.60 -1.24 3.45
H 1.646 0.576 2.670 0.20 0.05 1.17
H 1.555 2.097 1.583 2.01 -2.55 1.30
H 3.285 1.259 2.063 -1.46 -0.54 -0.35
H 2.612 -0.505 0.482 -0.85 0.58 0.27
H 0.107 -0.741 1.110 -0.36 -2.03 1.05
H -0.024 0.753 0.680 -0.63 1.57 -0.44
H 0.522 0.143 -1.766 -0.10 0.10 -0.81
H 0.650 -1.643 -1.149 0.67 1.94 -0.46
H -1.306 -1.874 -0.570 -0.58 0.24 -0.44
H -2.403 0.802 -1.341 0.10 -0.85 -0.43
H -2.141 -0.260 -2.793 -0.88 -0.24 -0.08
H -3.170 -0.828 -1.197 0.23 0.90 -1.84
O 2.878 3.076 -0.823 0.01 -0.13 -5.21
H 2.022 2.693 -0.865 -0.89 -0.55 0.67
H 3.178 3.264 -0.009 0.96 0.69 4.51
O -3.993 -2.677 1.026 2.50 4.28 3.07
H -3.656 -3.302 0.456 1.03 -2.41 -2.12
H -3.093 -2.156 1.315 -3.49 -1.83 -0.97
```
Positions in Å, forces in eV/Å.

Values from the calculation:
HOMO-LUMO gap, eV: 8.73
ΔE to the lowest compared entry with this formula, charge and spin, kcal per mole: 82.5
Net charge: 0

---

# 5
Below is 3 unconnected molecules or ions with the total composition C4H16N2O3 in a non-equilibrium geometry, with properties calculated with wB97M-V/def2-TZVPD.

```
25
Properties=species:S:1:pos:R:3:forces:R:3
N 1.040 -0.888 0.276 0.03 -0.54 0.22
C -0.293 -0.773 0.894 0.00 0.49 -0.38
C -0.978 -2.106 1.193 -0.25 -0.61 -1.75
O -1.937 -2.540 0.194 -0.04 0.14 0.10
C -1.176 0.134 0.029 -0.83 -0.45 0.92
N -0.666 1.500 -0.039 0.58 -0.68 -0.95
C -0.850 2.064 -1.386 -0.47 0.55 0.36
H 1.072 -0.752 -0.734 -0.09 0.40 -0.01
H 1.434 -1.812 0.425 0.06 0.09 0.18
H -0.125 -0.242 1.831 -0.34 -0.13 0.29
H -0.218 -2.892 1.205 0.16 0.02 0.61
H -1.589 -2.123 2.075 0.08 0.24 0.68
H -1.546 -2.537 -0.686 0.24 0.06 0.13
H -2.192 0.122 0.445 0.04 0.18 0.33
H -1.369 -0.379 -0.920 0.61 0.35 -0.42
H 0.337 1.428 0.107 -0.07 0.16 0.09
H -1.111 1.311 -2.121 -0.03 -0.22 -0.21
H 0.040 2.562 -1.761 0.21 0.09 0.15
H -1.655 2.808 -1.361 -0.04 -0.04 -0.12
H 2.837 0.136 -2.532 0.03 -0.17 -0.04
H 1.880 1.301 -2.412 -0.06 -0.37 0.01
O 1.895 0.316 -2.340 -0.03 0.46 -0.03
H 1.722 0.589 1.958 0.04 0.04 -0.44
H 1.939 1.346 3.261 -0.09 0.12 -0.19
O 1.510 1.426 2.399 0.25 -0.16 0.48
```
Positions in Å, forces in eV/Å.

Values from the calculation:
HOMO-LUMO gap (spin up / spin down), eV: 2.50 / 8.76
Expectation value of S²: 0.750
ΔE to the lowest compared entry with this formula, charge and spin, kcal per mole: 0.0
Net charge: -1
2S+1: 2

---

# 6
Below is 4 unconnected molecules or ions with the total composition C4H16N2O5 in a non-equilibrium geometry, with properties calculated with wB97M-V/def2-TZVPD.

```
27
Properties=species:S:1:pos:R:3:forces:R:3
C 0.003 -2.635 -0.931 -0.90 -1.01 -0.36
C 0.780 -2.057 0.237 0.73 0.21 -1.83
O 0.802 -2.885 1.340 -0.48 -0.28 1.45
C 0.369 -0.582 0.438 -0.42 0.17 0.69
N 0.821 -0.057 1.725 -0.08 1.04 -0.94
C -1.159 -0.508 0.484 -1.14 1.19 -0.91
N -1.836 0.148 -0.523 0.75 -0.09 0.16
O -1.806 -0.999 1.393 0.50 -0.52 0.42
H 0.129 -3.720 -1.067 0.44 0.25 0.37
H -1.110 -2.545 -0.836 0.94 0.36 -0.15
H 0.385 -2.200 -1.852 -0.42 0.30 -0.22
H 1.842 -1.989 -0.093 -0.41 -0.21 0.30
H -0.052 -2.919 1.813 0.31 0.26 -0.55
H 0.792 0.053 -0.376 -0.49 -0.72 0.57
H 1.812 -0.198 1.822 0.05 -0.40 0.53
H 0.246 -0.404 2.477 0.35 -0.23 0.15
H -1.369 0.719 -1.235 -0.01 -0.44 0.39
H -2.845 0.131 -0.469 0.22 -0.05 0.06
O -1.504 3.652 0.175 0.28 0.14 -0.09
H -1.989 2.918 -0.216 -0.04 -0.09 0.24
H -1.460 3.486 1.123 -0.11 -0.15 -0.16
O 2.248 1.994 -0.335 0.07 0.13 0.33
H 1.971 2.887 -0.570 0.32 0.02 0.19
H 1.934 1.865 0.577 -0.03 -0.03 -0.23
O -0.005 1.853 -1.888 -0.12 0.16 -0.45
H 0.147 2.564 -1.256 -0.35 -0.04 0.03
H 0.856 1.427 -1.957 0.03 0.03 0.01
```
Positions in Å, forces in eV/Å.

Values from the calculation:
HOMO-LUMO gap, eV: 9.79
ΔE to the lowest compared entry with this formula, charge and spin, kcal per mole: 21.0
Net charge: 0

---

# 7
Below is 2 unconnected molecules or ions with the total composition C4H16N3, with properties calculated with wB97M-V/def2-TZVPD.

```
23
Properties=species:S:1:pos:R:3:forces:R:3
C -1.289 1.846 0.940 -0.07 -0.03 0.16
N -1.130 3.263 0.681 -0.19 -0.01 0.06
C -1.315 1.103 -0.389 0.04 -0.39 0.32
N -1.347 -0.386 -0.137 0.12 0.33 -0.26
H -2.229 1.648 1.465 -0.03 0.05 -0.05
H -0.509 1.440 1.594 0.11 0.02 -0.11
H -1.832 3.825 1.140 -0.12 -0.05 -0.04
H -0.242 3.607 0.997 0.35 0.09 -0.02
H -0.419 1.285 -0.979 -0.05 0.19 -0.05
H -2.205 1.383 -0.943 0.04 0.02 -0.19
H -1.555 -0.888 -0.997 -0.08 -0.06 -0.02
H -0.383 -0.744 0.216 -0.03 -0.23 0.16
H -2.064 -0.623 0.543 -0.09 -0.07 0.08
C 1.908 -2.707 -1.322 -0.23 -0.28 -0.26
C 2.030 -1.425 -0.520 -0.25 -0.71 0.42
N 1.099 -1.400 0.655 0.38 -0.20 0.31
H 0.867 -3.004 -1.478 -0.01 0.12 -0.05
H 2.365 -2.583 -2.303 -0.04 0.07 -0.01
H 2.410 -3.562 -0.868 0.01 0.12 0.26
H 3.047 -1.384 -0.138 0.13 0.54 -0.31
H 1.759 -0.582 -1.152 0.39 0.22 0.04
H 1.075 -2.330 1.079 -0.16 0.04 -0.31
H 1.556 -0.862 1.391 -0.21 0.22 -0.14
```
Positions in Å, forces in eV/Å.

Values from the calculation:
HOMO-LUMO gap, eV: 10.30
ΔE to the lowest compared entry with this formula, charge and spin, kcal per mole: 3.4
Net charge: +1

---

# 8
Below is 2 unconnected molecules or ions with the total composition C4H16N4 in a non-equilibrium geometry, with properties calculated with wB97M-V/def2-TZVPD.

```
24
Properties=species:S:1:pos:R:3:forces:R:3
C -1.368 -2.491 -0.274 -0.13 0.22 0.08
C -1.207 -0.978 -0.154 0.25 0.04 0.36
C -0.793 -0.318 -1.459 1.03 1.90 0.66
N -0.208 -0.639 0.915 -0.35 -0.66 0.13
N -0.830 -0.315 2.156 -0.02 -0.19 0.08
H -2.116 -2.721 -1.030 -0.06 -0.09 -0.07
H -1.682 -2.949 0.667 -0.01 -0.02 0.02
H -0.427 -2.945 -0.589 0.06 -0.04 -0.02
H -2.152 -0.538 0.185 0.21 -0.01 0.04
H -0.105 -0.951 -2.017 0.09 -0.23 -0.17
H -1.674 -0.130 -2.078 0.19 0.12 -0.03
H -0.111 0.679 -1.153 -2.04 -2.28 -1.37
H 0.455 -1.414 1.002 -0.28 0.05 0.13
H -0.156 0.165 2.744 -0.11 -0.09 -0.09
H -1.166 -1.142 2.648 0.14 0.08 -0.04
C 0.923 2.774 0.013 0.24 -0.25 0.13
N 1.159 1.380 -0.303 0.03 -0.73 1.78
N 2.511 1.169 -0.708 -0.14 -0.14 0.16
H -0.124 2.885 0.296 -0.06 0.07 0.03
H 1.554 3.143 0.834 -0.07 0.07 0.03
H 1.130 3.386 -0.866 -0.05 0.01 0.01
H 0.751 0.625 0.449 1.13 2.10 -1.82
H 3.113 0.936 0.084 -0.13 -0.02 -0.16
H 2.523 0.391 -1.361 0.07 0.09 0.10
```
Positions in Å, forces in eV/Å.

Values from the calculation:
HOMO-LUMO gap, eV: 8.66
ΔE to the lowest compared entry with this formula, charge and spin, kcal per mole: 74.4
Net charge: 0